Entry 1:
Density functional theory data (ωB97M-V/def2-TZVPD) for a gas-phase ion, C5H10N3 (charge +1).

Atoms and positions in Å:
H -0.536 1.385 -1.610
H -1.259 0.455 2.243
N 0.186 -0.934 -0.686
H 0.788 1.517 -2.856
H -2.413 -1.543 2.448
N 0.735 1.099 0.489
N -0.753 -0.231 1.730
C 1.385 1.195 -0.766
H 2.316 1.535 -0.793
H 0.400 -1.864 -0.369
C 0.968 -0.058 -1.512
C 0.475 1.322 -1.909
H -2.026 -1.502 0.808
C -1.554 -1.445 1.686
H 0.758 1.995 0.913
H 1.546 -0.507 -2.339
H -1.122 -2.395 1.765
C 0.107 -0.022 0.756

Its HOMO energy is -0.49623 Ha. The LUMO energy is -0.1367 hartree. As for the spin multiplicity: 1. As for the SMILES: C/[NH+]=C1\N[C@H]2C[C@H]2N1. The calculation puts the HOMO-LUMO gap at 9.783 eV. The total charge is +1.

Which charges does Mulliken predict for the atoms? In e, they are:
1 H 0.2691
2 H 0.3078
3 N -0.3755
4 H 0.3910
5 H 0.3061
6 N -0.1179
7 N -0.2099
8 C -0.4157
9 H 0.4752
10 H 0.3256
11 C -0.0929
12 C -0.7278
13 H 0.5118
14 C -1.1052
15 H 0.2456
16 H 0.4210
17 H 0.3650
18 C 0.4268

***

Entry 2:
Density functional theory data (ωB97M-V/def2-TZVPD) for 2 unconnected molecules or ions with the total composition C5H10N3.

Atoms and positions in Å:
H -2.976 1.489 0.993
H 1.660 -2.165 0.822
N 2.788 0.787 0.492
C 1.155 -1.894 -1.347
N -0.176 1.992 0.864
H -2.745 0.326 -0.204
H -2.171 2.095 -0.442
H 1.427 -3.026 -1.478
H 0.085 -1.916 -1.356
H 0.796 1.796 0.926
C -1.008 0.956 0.648
H 1.556 -1.477 -2.205
C 2.361 -0.312 0.330
H -0.426 2.865 0.570
C -2.359 1.275 0.166
H -1.170 -1.051 0.497
N -0.494 -0.252 0.775
C 1.698 -1.486 -0.052

Its HOMO energy (alpha / beta) is -0.50478 / -0.50469 Ha. The LUMO energy (alpha / beta) is -0.2768 / -0.2769 hartree. As for the spin multiplicity: 1. The calculation puts the HOMO-LUMO gap (alpha / beta) at 6.204 / 6.199 eV. The total charge is +1.

Which charges does Mulliken predict for the atoms? In e, they are:
1 H 0.3187
2 H 0.3253
3 N -0.3633
4 C -0.8527
5 N -0.3304
6 H 0.3201
7 H 0.3829
8 H 0.3476
9 H 0.2755
10 H 0.1765
11 C 0.7371
12 H 0.3894
13 C 0.2303
14 H 0.1888
15 C -1.0699
16 H 0.2098
17 N -0.6599
18 C 0.3742

***

Entry 3:
Density functional theory data (ωB97M-V/def2-TZVPD) for 2 unconnected molecules or ions with the total composition C5H10N3O.

Atoms and positions in Å:
H -3.940 -2.600 0.262
N -1.183 0.078 -0.179
H 1.381 3.076 -0.006
H 2.407 -1.969 -0.529
C 0.998 -0.338 -0.110
H -0.961 2.207 -0.080
H 2.689 1.928 -0.565
O -3.410 -0.696 0.201
H 2.328 2.003 1.043
H -0.617 -1.887 -0.197
H 2.840 -0.853 0.955
C 2.337 -1.030 -0.073
H -5.395 -1.253 0.127
N -0.491 1.170 -0.135
C 1.812 1.963 0.091
C -0.246 -0.933 -0.230
H 2.917 -0.417 -0.820
C -4.289 -1.420 0.277
N 0.822 0.970 -0.032

Its HOMO energy is -0.45966 Ha. The LUMO energy is -0.1356 hartree. As for the spin multiplicity: 1. The calculation puts the HOMO-LUMO gap at 8.818 eV. The total charge is +1.

Which charges does Mulliken predict for the atoms? In e, they are:
1 H 0.1378
2 N -0.0842
3 H 0.2690
4 H 0.3702
5 C 0.3219
6 H 0.3400
7 H 0.3210
8 O -0.2848
9 H 0.3655
10 H 0.5151
11 H 0.3047
12 C -1.1445
13 H 0.2539
14 N -0.2323
15 C -0.6586
16 C -0.3727
17 H 0.3130
18 C -0.1404
19 N 0.4054

***

The following molar mass values (in g mol⁻¹) correspond, in order, to the records above: 112.156; 112.156; 128.155.
The following relative energy (zero: lowest compared OMol25 entry of this formula, charge and spin) values (in kJ/mol) correspond, in order, to the records above: 367.4; 452.0; 411.7.